{
  "formula": "C18H24N2O4",
  "method": "ωB97M-V/def2-TZVPD",
  "orbital_gap_ev": 9.73,
  "total_charge": 0,
  "smiles": "CCCCCCC(=O)N(O)[C@H]1CC(=O)N(c2ccc(C)cc2)C1=O",
  "relative_energy_kcal_mol": 38.4,
  "energy_ha": -1110.787589,
  "elements": ["C", "C", "C", "C", "C", "C", "C", "O", "N", "C", "C", "O", "N", "C", "O", "C", "H", "H", "C", "C", "C", "C", "C", "C", "H", "H", "C", "H", "H", "H", "H", "H", "H", "O", "H", "H", "H", "H", "H", "H", "H", "H", "H", "H", "H", "H", "H", "H"],
  "xyz": [[-5.96353, -3.99930, 0.02585], [-5.47532, -2.63514, 0.49815], [-4.22067, -2.19891, -0.25572], [-3.62659, -0.88330, 0.24989], [-4.50363, 0.32792, -0.06524], [-3.88153, 1.64640, 0.41567], [-2.63030, 1.93714, -0.37378], [-2.62635, 2.32691, -1.52201], [-1.44604, 1.73797, 0.27484], [-0.18757, 1.80517, -0.42573], [0.58006, 0.49384, -0.28047], [0.09434, -0.60884, -0.26218], [1.90792, 0.80579, -0.11670], [2.13939, 2.17161, 0.04186], [3.22162, 2.67515, 0.14365], [0.79345, 2.86135, 0.07332], [0.80728, 3.77551, -0.51689], [0.56582, 3.12776, 1.10886], [2.93879, -0.17272, -0.07607], [2.94163, -1.20532, -1.00231], [3.94321, -2.15740, -0.95982], [4.95379, -2.09174, -0.00957], [4.93525, -1.04750, 0.90876], [3.93623, -0.09406, 0.88620], [3.93322, 0.70998, 1.60460], [5.71286, -0.98251, 1.65551], [6.05307, -3.10789, 0.02419], [6.22999, -3.44841, 1.04249], [6.97914, -2.66676, -0.34437], [5.81126, -3.96579, -0.59758], [3.93890, -2.96063, -1.68183], [2.16301, -1.26630, -1.74634], [-0.45341, 1.96013, -1.47964], [-1.38322, 1.23472, 1.56885], [-1.36332, 0.26119, 1.51655], [-4.58326, 2.45918, 0.22294], [-3.66470, 1.60418, 1.48237], [-4.66179, 0.39028, -1.14363], [-5.47590, 0.21408, 0.41563], [-3.48043, -0.95337, 1.33181], [-2.64990, -0.75352, -0.22394], [-4.45200, -2.10278, -1.31874], [-3.46375, -2.98028, -0.15364], [-6.27125, -1.90342, 0.35040], [-5.25641, -2.67954, 1.56782], [-6.19996, -3.97184, -1.03560], [-6.85782, -4.29604, 0.56900], [-5.19799, -4.75565, 0.18534]],
  "atomic_forces_ev_per_a": [[-0.029, 0.203, 0.149], [0.125, -0.139, -0.263], [-0.012, 0.137, 0.357], [-0.219, -0.052, -0.318], [0.202, -0.030, 0.212], [-0.218, -0.035, -0.102], [-0.303, -0.075, 0.484], [-0.158, 0.102, -0.358], [0.658, -0.345, -0.004], [-0.172, 0.058, 0.065], [-0.529, 0.186, 0.113], [-0.030, -0.063, -0.065], [0.348, -0.330, -0.037], [-0.205, 0.439, -0.070], [0.123, 0.057, 0.047], [-0.080, 0.083, -0.011], [0.053, -0.049, 0.010], [0.057, -0.039, -0.025], [0.245, -0.262, -0.022], [-0.032, 0.183, 0.058], [0.046, 0.038, 0.062], [-0.063, 0.021, 0.003], [-0.071, -0.043, -0.071], [-0.116, 0.021, -0.028], [0.001, 0.067, 0.038], [0.082, 0.010, 0.090], [0.046, 0.037, -0.012], [0.047, -0.075, 0.040], [0.091, -0.049, -0.020], [0.032, -0.083, -0.018], [0.004, -0.091, -0.062], [-0.072, -0.007, -0.049], [0.136, -0.086, 0.200], [0.001, 0.145, 0.118], [-0.004, 0.174, -0.361], [0.108, 0.046, -0.003], [-0.076, 0.028, -0.057], [-0.080, -0.007, -0.024], [-0.050, 0.026, -0.059], [0.083, 0.010, 0.072], [0.109, 0.041, 0.083], [0.035, -0.047, -0.096], [0.002, -0.063, -0.084], [-0.025, 0.057, 0.092], [-0.021, 0.083, 0.058], [-0.038, -0.056, -0.120], [-0.088, -0.111, -0.003], [0.055, -0.116, -0.009]]
}

***

{
  "formula": "C3H5NO2",
  "method": "ωB97M-V/def2-TZVPD",
  "orbital_gap_ev": 10.63,
  "total_charge": 0,
  "relative_energy_kcal_mol": 19.3,
  "energy_ha": -322.543607,
  "elements": ["C", "N", "C", "O", "C", "O", "H", "H", "H", "H", "H"],
  "xyz": [[0.97206, -0.22007, -1.26801], [-0.01380, -0.37760, -0.22036], [0.33580, -0.58137, 1.07783], [1.47668, -0.63961, 1.49275], [-2.41438, 1.23625, 1.23025], [-2.58572, 2.22310, 0.69539], [1.95174, -0.36343, -0.80994], [0.83168, -0.96557, -2.05672], [0.92989, 0.78054, -1.71190], [-0.99410, -0.38199, -0.45402], [-0.54366, -0.68411, 1.73768]],
  "atomic_forces_ev_per_a": [[0.131, 0.023, -0.120], [-0.029, -0.045, 0.166], [0.107, -0.039, 0.029], [-0.299, 0.037, -0.139], [-0.323, 1.312, -0.678], [0.218, -1.214, 0.688], [-0.105, 0.027, -0.113], [0.020, 0.091, 0.108], [0.002, -0.139, 0.070], [0.150, -0.020, 0.065], [0.127, -0.033, -0.076]]
}

***

{
  "formula": "C5H8N2",
  "method": "ωB97M-V/def2-TZVPD",
  "orbital_gap_ev": [6.92, 6.92],
  "total_charge": 0,
  "relative_energy_kcal_mol": 134.9,
  "energy_ha": -304.620507,
  "elements": ["C", "C", "N", "C", "C", "N", "C", "H", "H", "H", "H", "H", "H", "H", "H"],
  "xyz": [[1.01421, -0.58400, 1.01497], [0.24058, 1.40095, 1.02831], [-0.11551, 0.36292, -0.00831], [-1.33603, -0.28404, -0.28978], [-1.20590, -0.82210, -1.52489], [0.00198, -0.44350, -2.11212], [0.59674, 0.27066, -1.21392], [2.04320, -0.25629, 0.92468], [0.67712, -0.62299, 2.04555], [0.82364, -1.53474, 0.49477], [0.09203, 2.39424, 0.59503], [-0.44490, 1.24716, 1.86223], [-2.10515, -0.34522, 0.46507], [-1.89929, -1.45968, -2.05832], [1.56464, 0.74920, -1.29719]],
  "atomic_forces_ev_per_a": [[0.065, -0.558, -0.115], [-0.239, 0.587, 0.078], [0.230, -0.168, 0.020], [0.042, -0.190, -0.014], [-0.201, 0.005, 0.159], [0.109, 0.210, 0.248], [0.132, -0.085, -0.110], [-0.212, 0.021, -0.021], [-0.014, 0.127, -0.221], [0.017, 0.118, 0.046], [-0.056, -0.112, 0.015], [0.093, -0.013, -0.068], [0.071, 0.017, -0.135], [0.087, 0.121, 0.100], [-0.124, -0.079, 0.017]]
}